C2H5ClN2O2 | ωB97M-V/def2-TZVPD

Values from the calculation:
Kohn-Sham gap = 0.3767 hartree
relative energy (zero: lowest compared OMol25 entry of this formula, charge and spin) = 79.0 kcal/mol
structure (SMILES) = C=[N+]([O-])O.C=NCl
multiplicity = 1

Geometry (Å):
C: -0.64 -0.97 0.65
N: -1.39 -0.12 0.16
O: -1.44 1.09 0.24
O: -2.45 -0.70 -0.69
H: 0.20 -0.58 1.10
H: -0.80 -1.96 0.43
H: -3.33 -0.27 -0.45
C: 1.66 1.16 -0.24
N: 2.01 0.04 0.22
Cl: 3.43 -0.72 -0.20
H: 0.61 1.29 -0.13
H: 2.13 1.73 -1.09